Entry 1:
The ion C8H11N4S with charge +1 in a non-equilibrium geometry, computed with the ωB97M-V functional and the def2-TZVPD basis.

- SMILES = Cc1ncc(C)n2c(=S)[nH][n+](C)c12
- charge = +1
- molar mass (g/mol) = 195.3
- lowest unoccupied orbital energy (eV) = -4.632

Geometry (Å):
1 S 2.602 -1.325 2.556
2 N 1.343 0.244 -0.705
3 N 0.380 -0.563 1.109
4 N -2.148 -0.058 0.280
5 N 2.313 -0.176 0.174
6 C 1.772 -0.703 1.309
7 C -1.544 0.909 -1.823
8 C -0.649 -0.919 1.933
9 C -1.914 -0.634 1.454
10 C 1.699 0.908 -1.926
11 C -0.403 -1.556 3.241
12 C -1.178 0.279 -0.526
13 C 0.160 0.024 -0.114
14 H -2.789 -0.874 2.038
15 H 1.759 1.990 -1.785
16 H 2.674 0.544 -2.250
17 H -2.615 1.092 -1.812
18 H 0.142 -2.492 3.121
19 H -1.025 1.852 -1.975
20 H -1.348 -1.755 3.738
21 H 0.973 0.684 -2.703
22 H 3.300 -0.142 -0.033
23 H 0.208 -0.917 3.877
24 H -1.325 0.242 -2.655


Entry 2:
A cluster of 3 separate species, C9H14N5 in total in a non-equilibrium geometry, computed with the ωB97M-V functional and the def2-TZVPD basis.

- charge = +1
- molar mass (g/mol) = 192.2
- lowest unoccupied orbital energy (eV) = -2.830

Geometry (Å):
1 N 1.274 1.793 -0.527
2 N 3.075 0.798 1.041
3 N 0.295 1.293 -2.542
4 N 2.805 -1.530 1.013
5 N 0.590 1.065 -1.266
6 C -0.628 0.639 1.274
7 C 3.395 -0.429 1.462
8 C -1.759 -1.699 -1.210
9 C -0.947 -1.014 -0.319
10 C -0.173 1.488 2.008
11 C -1.552 -0.102 0.539
12 C -3.139 -1.495 -1.235
13 C -3.674 -0.750 -0.176
14 C -2.924 -0.081 0.732
15 H -3.494 0.620 1.406
16 H 2.928 -2.467 1.376
17 H 0.066 -1.260 -0.199
18 H 4.121 -0.671 2.189
19 H -3.747 -1.998 -1.956
20 H 2.136 1.065 0.381
21 H 0.668 2.185 -2.888
22 H -4.718 -0.618 -0.083
23 H 3.327 1.575 1.589
24 H 0.478 1.910 2.818
25 H -0.400 0.764 -3.088
26 H 1.305 2.825 -0.863
27 H -1.323 -2.385 -1.865
28 H 2.014 -1.523 0.389


Q: The lowest molar mass belongs to which entry?
A: C9H14N5